Run 1
DFT (ωB97M-V/def2-TZVPD) results for C5H6O2 in the gas phase.

```
! wB97M-V def2-TZVPD RIJCOSX def2/J DEFGRID3
* xyz 0 1
H -2.146 -0.863 0.653
C -0.496 1.441 -0.027
C 1.126 -0.401 -0.473
H 0.990 -2.250 0.028
O 1.232 -1.771 -0.776
H -0.854 -0.184 -1.314
H 1.649 -0.144 0.458
O -0.448 -1.400 1.592
C -0.348 0.017 -0.358
C -0.576 2.605 0.273
H -0.636 3.643 0.520
H 1.587 0.154 -1.293
C -1.043 -0.814 0.718
*
```

* E_HOMO: -0.369 hartree
* structure (SMILES): C#C[C@H](C=O)CO
* gap between HOMO and LUMO: 10.8 eV

Mulliken population analysis, charges in e, atoms 1 to 2:
1. H 0.38
2. C -0.91



Run 2
DFT (ωB97M-V/def2-TZVPD) results for a molecular structure, C5H6O2.

```
! wB97M-V def2-TZVPD RIJCOSX def2/J DEFGRID3
* xyz 0 1
C 1.041 0.554 -0.739
H -1.852 0.434 1.193
H -0.881 1.758 0.021
H -1.037 -1.860 0.200
O 1.677 0.147 0.466
H 1.502 -1.684 -0.631
C -0.418 0.952 -0.484
H 1.697 0.888 -1.545
C -0.784 0.252 0.976
C -0.571 -0.897 0.041
C 0.941 -0.827 -0.280
O -1.149 -0.142 -1.077
H -0.167 0.425 1.860
*
```

* E_HOMO: -0.357 hartree
* gap between HOMO and LUMO: 10.7 eV

Mulliken population analysis, charges in e, atoms 1 to 2:
1. C -0.27
2. H 0.37



How do the energies compare? Relative to the most stable structure, in hartree: run 1 0.0000; run 2 0.0893.